1:
Formula: C5H6N2
Source: OMol25
Level of theory: the ωB97M-V functional and the def2-TZVPD basis

Values from the calculation:
Multiplicity ... 1
Orbital gap ... 0.3434 Ha
E_LUMO ... 0.33 eV

```
13
Properties=species:S:1:pos:R:3:mulliken_charge:R:1
C -2.11 0.00 0.07 -0.873
C -0.64 0.10 -0.26 0.619
C 0.25 1.31 -0.22 -0.280
C 2.20 -0.13 0.07 -0.118
C 1.19 -1.19 -0.01 -0.123
H -2.85 1.19 -0.41 0.258
H -2.21 0.04 1.34 0.207
H -2.25 -1.13 -0.25 0.322
H 0.01 2.30 0.05 0.402
H 3.44 -0.28 0.24 0.272
H 1.49 -2.27 -0.21 0.296
N 1.60 1.17 -0.12 -0.501
N -0.12 -1.12 -0.30 -0.482
```

---

2:
Formula: C5H6N2
Source: OMol25
Level of theory: the ωB97M-V functional and the def2-TZVPD basis

Values from the calculation:
Multiplicity ... 1
Orbital gap ... 0.3486 Ha
E_LUMO ... 0.91 eV
Structure (SMILES) ... c1cn2c(n1)CC2

```
13
Properties=species:S:1:pos:R:3:mulliken_charge:R:1
C -1.68 -0.49 -1.19 -0.314
C -1.55 0.59 -0.34 -0.285
N -0.35 0.35 0.27 0.173
C 0.18 -0.75 -0.28 0.131
N -0.58 -1.33 -1.17 -0.687
C 1.53 -0.58 0.36 -0.371
C 0.90 0.74 0.95 -0.458
H -2.52 -0.70 -1.84 0.414
H -2.20 1.42 -0.11 0.395
H 2.35 -0.38 -0.33 0.231
H 1.80 -1.35 1.08 0.239
H 1.32 1.67 0.55 0.272
H 0.81 0.82 2.04 0.262
```

---

3:
Formula: C5H6N2
Source: OMol25
Level of theory: the ωB97M-V functional and the def2-TZVPD basis

Values from the calculation:
Multiplicity ... 1
Orbital gap ... 0.3511 Ha
E_LUMO ... -0.01 eV

```
13
Properties=species:S:1:pos:R:3:mulliken_charge:R:1
C -2.16 0.03 0.00 0.197
C 0.07 -2.07 0.35 -0.464
C -0.02 -1.16 -0.55 -0.397
C -0.86 0.48 -0.07 0.471
C 1.09 1.85 0.02 -0.676
N -3.21 -0.37 0.19 -0.403
N -0.27 1.53 0.31 -0.449
H 0.56 -2.99 -0.05 0.237
H -0.20 -2.13 1.44 0.258
H 0.45 -1.18 -1.49 0.421
H 1.70 1.07 -0.56 0.244
H 1.74 2.14 0.89 0.260
H 1.11 2.78 -0.48 0.301
```

---

4:
Formula: C5H6N2
Source: OMol25
Level of theory: the ωB97M-V functional and the def2-TZVPD basis

Values from the calculation:
Multiplicity ... 1
Orbital gap ... 0.3027 Ha
E_LUMO ... -0.39 eV

```
13
Properties=species:S:1:pos:R:3:mulliken_charge:R:1
C -0.23 1.02 0.92 -0.901
C -0.08 0.02 0.01 0.662
C -1.12 -1.00 0.37 0.517
C -2.07 -0.33 1.48 -0.673
C 1.02 -0.11 -1.00 -0.930
N -1.42 0.81 1.63 0.070
N -1.03 -2.21 -0.01 -0.543
H 0.40 1.75 1.16 0.508
H 0.48 -0.27 -1.92 0.253
H 1.62 0.92 -1.05 0.272
H 1.87 -0.85 -0.79 0.252
H -1.81 1.58 2.19 0.229
H -1.71 -2.93 0.38 0.285
```

---

Ranking the structures above by energy, 2 is first and the second is 2.129 eV behind.